Model A:
Formula: H26O13
Source: the OMol25 dataset
Level of theory: ωB97M-V/def2-TZVPD

Element x y z (Å)
O (3.700, 1.405, -0.334)
O (-0.647, -4.059, 3.391)
H (-1.633, -1.280, -1.211)
O (-1.085, -0.618, 0.149)
H (-3.240, -1.926, 1.274)
H (-0.713, -2.302, 4.347)
H (3.399, -1.254, 2.255)
H (-0.848, -0.594, -2.317)
H (4.375, 0.739, -0.160)
H (-4.363, -2.635, 0.535)
H (0.495, 0.095, -1.740)
H (-1.403, 1.160, -2.340)
H (-1.274, -3.859, 4.095)
O (-0.644, 4.306, 2.569)
H (-0.477, 0.819, -4.866)
H (-2.473, 1.153, -3.420)
H (2.991, 1.186, 0.282)
H (-0.160, -0.356, 0.222)
H (-3.069, 3.940, -0.578)
O (1.141, -0.436, -1.261)
H (-0.369, 3.382, 2.566)
H (-0.042, 0.678, -3.416)
H (4.695, -0.615, 1.786)
H (-1.210, -1.240, 0.875)
H (0.383, -2.149, 3.305)
H (4.098, 0.590, -2.153)
H (1.902, -0.467, -1.851)
O (-4.075, -2.385, 1.420)
H (-4.175, 2.901, -0.651)
O (3.439, 1.252, -1.912)
O (-1.039, -1.463, -1.948)
H (0.167, 4.791, 2.760)
O (0.246, 1.031, -4.265)
O (4.350, -1.266, 2.408)
O (-3.230, 2.994, -0.489)
H (2.891, 1.335, -2.701)
H (0.174, -4.253, 3.855)
O (-1.602, 1.511, -3.215)
O (-0.571, -2.252, 3.395)

Summary:
**Multiplicity**: 1
**LUMO level**: -0.34 eV
**Kohn-Sham gap**: 7.394 eV

Model B:
Formula: H26O13
Source: the OMol25 dataset
Level of theory: ωB97M-V/def2-TZVPD

Element x y z (Å)
O (-0.136, 0.003, -0.388)
H (1.632, 0.296, -2.063)
H (2.649, 0.295, 1.604)
H (0.547, 2.240, 2.729)
H (1.155, 2.449, -1.060)
H (0.892, -1.811, 2.757)
O (-2.635, -2.068, 0.491)
H (-0.731, 2.039, 1.943)
O (1.620, 1.190, -2.405)
O (-1.747, -0.857, 2.763)
H (0.612, 2.782, 0.313)
O (1.531, -1.172, 2.443)
H (-3.242, 1.518, 0.250)
H (3.372, -2.009, -0.735)
H (-2.062, 0.047, 2.776)
H (3.415, 1.593, 1.742)
H (-0.798, -0.723, -2.943)
O (0.789, 3.168, -0.545)
H (0.667, -2.849, -0.739)
O (3.360, 0.800, 1.209)
O (0.118, 2.480, 1.908)
O (2.698, -1.343, -0.869)
H (-2.028, 0.963, -3.207)
H (2.673, -0.858, -0.044)
H (-2.082, -1.216, 1.941)
H (-1.048, 1.000, -2.054)
H (0.819, 1.236, -2.927)
H (-3.480, -2.517, 0.488)
H (-0.115, -2.072, -2.868)
O (-2.347, 1.837, 0.360)
O (-0.957, -1.660, -3.060)
H (-2.834, -1.180, 0.194)
O (0.142, -3.393, -0.152)
H (-2.321, 2.658, -0.132)
H (0.284, -0.394, 0.375)
O (-1.118, 1.169, -2.993)
H (-0.724, -2.984, -0.156)
H (2.249, -1.218, 3.075)
H (-0.820, 0.562, -0.021)

Summary:
**Multiplicity**: 1
**LUMO level**: -0.64 eV
**Kohn-Sham gap**: 9.231 eV

Model C:
Formula: H26O13
Source: the OMol25 dataset
Level of theory: ωB97M-V/def2-TZVPD

Element x y z (Å)
H (0.383, -1.435, -3.350)
H (-1.034, -0.041, 2.635)
O (3.159, -1.181, 1.332)
H (-0.154, -1.164, 2.153)
H (-3.486, 0.719, -0.652)
O (-0.489, -3.057, -1.272)
H (0.494, -2.623, 0.529)
H (-0.529, 2.517, -0.788)
O (-0.012, -0.151, 0.097)
H (-0.148, 1.144, -2.729)
O (-2.618, -1.694, 0.074)
H (-2.331, -1.093, 0.781)
H (-2.101, 0.396, -1.184)
H (-0.133, 0.804, 0.238)
H (-1.633, 1.956, 1.679)
H (2.009, 1.228, -0.702)
O (0.673, -2.879, 1.448)
O (0.438, 1.771, -2.249)
O (-0.383, -0.869, -3.169)
H (-0.324, -2.905, -2.209)
H (3.415, 1.567, -1.235)
H (1.388, -3.522, 1.396)
H (-3.097, -2.397, 0.533)
H (-0.217, -0.304, -0.837)
O (-0.294, -0.603, 2.924)
H (-0.665, 3.553, 0.355)
H (2.330, -1.162, 1.838)
H (-0.975, -0.987, -3.927)
H (0.920, 2.244, -2.940)
H (3.403, 1.269, 2.629)
H (-2.571, 1.985, 2.939)
O (-2.803, 1.051, -1.245)
H (3.088, -0.441, 0.698)
O (-2.163, 1.396, 2.295)
O (-0.994, 2.692, 0.066)
H (-1.322, -2.584, -1.065)
H (2.874, 1.776, 1.291)
O (2.950, 1.003, -0.605)
O (2.951, 2.022, 2.227)

Summary:
**Multiplicity**: 1
**LUMO level**: -0.53 eV
**Kohn-Sham gap**: 9.250 eV

Most favorable structure: model C. The second most favorable one is 0.0102 hartree above it.

Model A:
Formula: C3H6N3O
Source: the OMol25 dataset
Level of theory: ωB97M-V/def2-TZVPD

Element x y z (Å)
N (1.635, 0.622, 0.084)
C (0.571, 1.298, -0.165)
N (-0.695, -0.578, -0.096)
N (-1.666, -1.459, -0.160)
H (3.072, -0.798, 0.618)
O (-1.773, 1.584, -0.027)
H (-1.419, -2.320, -0.439)
C (-0.737, 0.722, -0.019)
H (-1.437, 2.550, 0.020)
H (-2.613, -1.210, 0.009)
H (2.096, -0.975, -1.039)
H (0.713, 2.199, -0.656)
C (2.283, -0.419, -0.098)

Summary:
**Multiplicity**: 1
**SMILES**: C=N/C=C(/O)N=[NH2+]
**Charge**: +1
**LUMO level (alpha / beta)**: -5.47 / -5.47 eV
**Kohn-Sham gap (alpha / beta)**: 7.719 / 7.717 eV

Model B:
Formula: C3H6N3O
Source: the OMol25 dataset
Level of theory: ωB97M-V/def2-TZVPD

Element x y z (Å)
H (0.128, -1.380, -2.094)
O (0.996, -1.681, 1.223)
H (0.265, 2.512, 0.548)
H (1.372, -1.406, -0.988)
H (0.198, -0.577, 2.778)
C (0.257, 0.491, 0.790)
N (-1.211, 0.519, -1.024)
C (0.494, -0.692, 1.675)
H (-1.852, 0.296, -1.771)
N (0.261, 1.650, 1.186)
C (-0.076, -0.033, -0.639)
H (-1.358, 1.253, -0.424)
N (0.526, -0.953, -1.260)

Summary:
**Multiplicity**: 1
**SMILES**: [H]/N=C(/C=O)C(N)=[NH2+]
**Charge**: +1
**LUMO level**: -5.04 eV
**Kohn-Sham gap**: 9.576 eV

Most favorable structure: model B. The second most favorable one is 0.0752 hartree above it.

Model A:
Formula: C7H11NO2
Source: the OMol25 dataset
Level of theory: ωB97M-V/def2-TZVPD

Element x y z (Å)
C (-0.190, 1.999, 0.866)
H (-0.445, -0.308, -3.201)
C (1.671, -0.459, 0.977)
N (-0.315, -2.229, -1.488)
H (1.606, 0.073, 1.928)
C (0.068, -1.357, -0.782)
O (-2.190, 0.821, 0.227)
H (1.928, 0.225, 0.170)
H (-1.036, -2.566, 1.481)
C (-1.017, 0.900, 0.282)
H (2.499, -1.165, 1.043)
C (-0.138, -1.993, 1.665)
H (-0.648, 2.949, 0.590)
C (-0.770, 0.517, -2.565)
H (-0.366, 1.430, -3.000)
H (0.477, -2.366, 2.474)
H (-0.258, 1.922, 1.951)
H (-1.859, 0.441, -2.552)
C (0.397, -1.217, 0.697)
O (-0.236, 0.365, -1.247)
H (0.823, 2.019, 0.484)

Summary:
**Multiplicity**: 1
**LUMO level**: -0.84 eV
**Kohn-Sham gap**: 7.536 eV

Model B:
Formula: C7H11NO2
Source: the OMol25 dataset
Level of theory: ωB97M-V/def2-TZVPD

Element x y z (Å)
C (-1.791, 0.478, -1.584)
C (-0.517, -0.292, -1.638)
H (-1.300, -0.943, 0.920)
C (0.461, 0.333, 1.597)
C (0.520, -1.047, -2.090)
H (1.600, 1.694, 0.440)
C (-0.640, 0.681, -0.466)
H (0.247, 1.512, -0.546)
H (0.600, -1.802, -3.024)
C (1.288, -0.687, 0.906)
N (1.095, 1.606, 1.363)
O (1.268, -1.986, 1.490)
H (-1.950, 0.632, 1.417)
H (-2.654, 0.000, -1.343)
H (0.452, 2.306, 1.331)
O (1.987, -0.486, -0.092)
H (1.649, -1.015, -1.665)
H (0.331, -2.313, 2.014)
C (-1.059, 0.142, 0.899)
H (-1.830, 1.057, -2.503)
H (0.243, 0.128, 2.574)

Summary:
**Multiplicity**: 1
**SMILES**: C=C1C[C@H]1C[C@H](N)C(=O)O
**LUMO level**: 0.35 eV
**Kohn-Sham gap**: 9.122 eV

Model C:
Formula: C7H11NO2
Source: the OMol25 dataset
Level of theory: ωB97M-V/def2-TZVPD

Element x y z (Å)
C (-0.680, 0.200, -0.113)
C (-2.827, 0.728, 0.106)
C (1.016, -0.827, 0.310)
C (-0.837, 1.430, -0.603)
H (0.788, -1.819, -1.667)
O (1.801, 1.359, 0.865)
H (2.043, -2.407, -0.526)
H (1.115, -0.396, 2.148)
C (2.063, 0.240, 0.011)
O (0.842, -1.142, 1.633)
H (-3.809, 0.584, 0.052)
H (0.087, 1.996, -0.853)
H (0.136, -2.750, -0.276)
N (-1.917, -0.299, 0.244)
C (1.019, -2.014, -0.566)
H (-2.154, -1.188, 0.659)
C (-2.196, 1.791, -0.502)
H (-2.469, 2.772, -0.679)
H (3.099, 0.001, 0.103)
H (2.061, 0.375, -1.151)
H (0.820, 1.365, 0.806)

Summary:
**Multiplicity**: 1
**LUMO level**: 0.82 eV
**Kohn-Sham gap**: 9.140 eV

Most favorable structure: model C. The second most favorable one is 0.0740 hartree above it.